Formula: C18H40BNO3
Source: the OMol25 dataset
Level of theory: ωB97M-V with the def2-TZVPD basis set

Geometry as XYZ:
```
63
C18H40BNO3 (ωB97M-V with the def2-TZVPD basis set)
C 3.941 1.382 2.690
C 2.817 2.047 1.886
C 2.657 1.591 0.432
C 3.869 1.799 -0.473
N 4.870 0.721 -0.331
B 4.441 -0.570 -0.837
C 5.209 -1.876 -0.423
C 5.305 -2.102 1.100
C 4.177 -2.971 1.660
C 2.807 -2.355 1.369
C 4.353 -3.164 3.177
H 4.821 1.197 2.078
H 4.246 2.024 3.520
H 3.616 0.436 3.127
H 1.871 1.830 2.393
H 2.937 3.135 1.922
H 1.835 2.175 0.004
H 2.324 0.551 0.396
H 3.528 1.882 -1.513
H 4.334 2.756 -0.216
H 5.713 0.994 -0.832
H 3.503 -0.613 -1.590
H 6.232 -1.768 -0.816
H 4.789 -2.759 -0.912
H 5.313 -1.141 1.622
H 6.257 -2.586 1.336
H 4.208 -3.953 1.175
H 2.004 -3.002 1.728
H 2.649 -2.146 0.309
H 2.716 -1.407 1.908
H 4.200 -4.199 3.483
H 3.636 -2.549 3.727
H 5.347 -2.851 3.502
C -1.814 -0.467 -0.876
C -0.601 0.180 -1.491
O 0.516 -0.248 -1.322
C -0.851 1.408 -2.340
H -1.517 -1.334 -0.291
H -2.330 0.249 -0.231
H -2.511 -0.792 -1.649
H -1.337 2.183 -1.743
H -1.515 1.160 -3.170
H 0.093 1.785 -2.727
C -6.501 -2.829 -0.928
C -5.281 -2.231 -1.587
O -4.177 -2.694 -1.411
C -5.516 -1.024 -2.458
H -6.212 -3.684 -0.323
H -6.989 -2.081 -0.300
H -7.220 -3.143 -1.687
H -5.942 -0.211 -1.869
H -6.212 -1.270 -3.263
H -4.573 -0.693 -2.889
C -7.171 3.755 -0.050
C -6.205 2.818 -0.729
O -6.584 1.852 -1.351
C -4.736 3.143 -0.596
H -8.191 3.418 -0.217
H -6.967 3.790 1.021
H -7.051 4.766 -0.444
H -4.450 3.157 0.457
H -4.533 4.132 -1.009
H -4.146 2.399 -1.126
```

Properties
lowest unoccupied orbital energy = 0.0190 Ha
total energy = -27624.0694 eV
molecular weight = 329.3 g/mol
Kohn-Sham gap = 9.30 eV

natural (NBO) atomic charge list, values in e, 4 entries:
1. C -0.62
2. C -0.39
3. C -0.41
4. C -0.21